ORCA calculation (the ωB97M-V functional and the def2-TZVPD basis) on 10 unconnected molecules or ions with the total composition C33H48BBr8O21S3.

The geometry in ORCA input format:
```
! wB97M-V def2-TZVPD RIJCOSX def2/J DEFGRID3
* xyz 0 2
O 3.740 -0.655 0.477
C 2.541 -0.351 0.352
O 1.663 -0.978 -0.288
B 0.347 -0.335 -0.099
O 0.607 0.914 0.683
C 1.842 0.930 0.945
O 2.465 1.859 1.459
O -0.519 -1.327 0.571
C -1.660 -1.295 -0.047
O -2.682 -1.911 0.383
C -1.604 -0.501 -1.380
O -0.301 -0.126 -1.448
O -2.480 -0.389 -2.252
Br 6.907 3.395 2.291
C 7.106 3.069 0.409
C 5.943 2.318 -0.027
Br 5.930 1.930 -1.943
H 8.017 2.511 0.194
H 7.174 4.030 -0.102
H 5.044 2.919 0.105
H 5.625 1.475 0.586
Br -4.966 -0.736 -5.976
C -5.765 -2.259 -5.075
C -5.313 -2.284 -3.569
Br -6.312 -0.752 -2.776
H -5.357 -3.178 -5.497
H -6.802 -2.131 -5.384
H -4.250 -2.042 -3.562
H -5.496 -3.230 -3.058
Br -4.101 2.624 -2.054
C -3.771 2.471 -3.989
C -5.228 2.515 -4.492
Br -5.184 2.869 -6.448
H -3.278 1.538 -4.265
H -3.318 3.377 -4.390
H -5.761 3.350 -4.037
H -5.800 1.610 -4.289
Br 3.866 5.142 4.341
C 3.245 3.734 5.600
C 3.615 2.351 5.061
Br 2.752 0.920 6.131
H 2.176 3.930 5.680
H 3.615 3.929 6.607
H 4.694 2.214 4.987
H 3.210 2.225 4.057
O -5.279 2.009 4.249
S -4.745 1.095 3.210
O -3.960 -0.112 3.580
O -6.030 0.727 2.162
C -5.902 -0.258 1.106
C -7.080 -1.284 1.358
C -3.732 2.054 2.030
H -4.937 -0.756 1.199
H -6.004 0.170 0.108
H -6.898 -1.520 2.407
H -7.009 -2.210 0.787
H -8.091 -0.883 1.429
H -3.330 1.415 1.244
H -2.961 2.555 2.614
H -4.473 2.735 1.610
O 8.189 -2.319 -4.663
S 6.970 -2.849 -4.023
O 7.084 -3.877 -3.062
O 6.145 -1.568 -3.289
C 4.994 -1.909 -2.527
C 3.930 -0.859 -2.881
C 5.735 -3.222 -5.300
H 5.357 -1.957 -1.500
H 4.696 -2.931 -2.758
H 4.109 -0.022 -2.206
H 2.922 -1.131 -2.568
H 3.878 -0.494 -3.907
H 4.721 -3.420 -4.955
H 6.181 -4.072 -5.816
H 5.766 -2.304 -5.886
O 2.504 1.977 -3.565
S 2.452 3.415 -3.348
O 2.934 4.327 -4.391
O 0.855 3.820 -3.029
C 0.104 3.007 -2.208
C -0.670 3.810 -1.212
C 3.102 4.003 -1.641
H 0.649 2.199 -1.720
H -0.682 2.572 -2.826
H 0.121 4.232 -0.592
H -1.256 3.237 -0.494
H -1.373 4.513 -1.659
H 2.825 5.033 -1.417
H 4.156 3.860 -1.881
H 2.700 3.287 -0.924
C -0.932 -5.202 0.761
C -1.139 -4.822 2.049
C -1.164 -5.738 3.195
O -1.520 -5.368 4.321
C -0.627 -7.122 2.799
C -0.383 -7.430 1.504
C -0.537 -6.537 0.332
O -0.534 -6.849 -0.813
H -1.102 -4.503 -0.045
H -1.424 -3.780 2.074
H -0.564 -7.903 3.543
H -0.143 -8.471 1.349
C -1.181 1.302 5.862
C -1.112 0.162 6.508
C -0.720 -1.117 5.877
O -0.528 -2.203 6.454
C -0.692 -1.052 4.355
C -0.753 0.174 3.786
C -0.879 1.433 4.479
O -0.763 2.514 3.936
H -1.538 2.183 6.377
H -1.446 0.169 7.535
H -0.585 -1.914 3.713
H -0.579 0.310 2.729
*
```

Output
⟨S²⟩ = 0.76
E_LUMO (alpha / beta) = -1.47 / -8.13 eV
DFT total energy = -671512.72487 eV
HOMO energy (alpha / beta) = -9.6800 / -9.6800 eV
Kohn-Sham gap (alpha / beta) = 8.21 / 1.55 eV
Largest force on an atom = 6.12 eV/A

ORCA calculation (the ωB97M-V functional and the def2-TZVPD basis) on CH4IOP in the gas phase.

The geometry in ORCA input format:
```
! wB97M-V def2-TZVPD RIJCOSX def2/J DEFGRID3
* xyz 0 1
C -1.150 -0.498 0.138
O -0.304 0.459 -0.395
P 1.257 1.050 0.407
I 2.916 -0.479 -0.162
H -0.936 -1.610 -0.163
H -2.043 -0.267 -0.231
H -1.286 -0.418 1.242
H 1.546 1.764 -0.836
*
```

Output
Relative energy (zero: lowest compared OMol25 entry of this formula, charge and spin) = 72.6 kJ/mol
SMILES = COPI
E_LUMO = 0.25 eV
DFT total energy = -20537.92364 eV
HOMO energy = -9.2810 eV
Kohn-Sham gap = 9.53 eV
Largest force on an atom = 4.43 eV/A

ORCA calculation (the ωB97M-V functional and the def2-TZVPD basis) on 13 unconnected molecules or ions with the total composition C46H92O42S3.

The geometry in ORCA input format:
```
! wB97M-V def2-TZVPD RIJCOSX def2/J DEFGRID3
* xyz 0 1
C 0.278 1.965 -6.102
C 0.240 3.380 -5.545
O 0.203 3.294 -4.111
C 1.264 3.770 -3.444
O 2.254 4.235 -3.940
O 1.015 3.623 -2.142
C 2.093 3.917 -1.274
H -0.757 1.623 -6.147
H 0.965 1.333 -5.556
H 0.519 2.009 -7.169
H -0.690 3.878 -5.813
H 1.059 3.998 -5.901
H 2.696 4.743 -1.648
H 2.746 3.057 -1.112
H 1.735 4.243 -0.304
C -1.843 -0.836 -4.901
C -1.544 -2.010 -5.810
O -1.652 -1.752 -7.197
C -2.857 -1.593 -7.709
O -3.894 -1.520 -7.095
O -2.732 -1.422 -9.025
C -3.882 -1.577 -9.829
H -1.403 -0.957 -3.915
H -2.926 -0.713 -4.917
H -1.486 0.128 -5.273
H -2.092 -2.883 -5.441
H -0.502 -2.297 -5.662
H -4.387 -2.511 -9.586
H -3.538 -1.612 -10.857
H -4.561 -0.735 -9.710
C -1.600 2.082 5.410
C -0.826 3.357 5.634
O 0.300 3.183 6.484
C 1.420 2.870 5.859
O 1.616 2.854 4.659
O 2.313 2.545 6.769
C 3.607 2.131 6.365
H -0.945 1.341 4.935
H -2.366 2.270 4.653
H -2.045 1.630 6.291
H -1.473 4.099 6.106
H -0.530 3.810 4.690
H 4.244 3.008 6.223
H 3.600 1.539 5.451
H 4.007 1.518 7.167
C -0.477 -1.979 -0.619
C 0.566 -1.364 0.279
O -0.080 -0.287 0.968
C 0.475 0.910 1.111
O 1.647 1.177 0.934
O -0.445 1.745 1.589
C 0.055 3.088 1.751
H -0.081 -2.832 -1.176
H -0.791 -1.257 -1.366
H -1.270 -2.434 -0.025
H 1.531 -1.125 -0.165
H 0.842 -2.090 1.053
H -0.578 3.624 2.444
H 0.069 3.508 0.746
H 1.077 3.042 2.122
C 2.011 -1.444 3.569
C 0.847 -1.691 4.505
O 1.118 -0.948 5.709
C 0.162 -0.786 6.612
O -0.925 -1.299 6.602
O 0.572 0.103 7.487
C -0.219 0.437 8.612
H 2.118 -0.370 3.434
H 1.815 -1.954 2.629
H 2.913 -1.858 4.021
H 0.748 -2.739 4.790
H -0.083 -1.283 4.100
H 0.372 1.124 9.208
H -0.454 -0.452 9.190
H -1.088 0.987 8.260
C -3.693 -1.383 4.097
C -3.360 -2.677 4.806
O -3.840 -3.843 4.162
C -5.150 -4.051 4.183
O -5.992 -3.377 4.688
O -5.396 -5.227 3.585
C -6.784 -5.556 3.457
H -4.760 -1.246 3.898
H -3.250 -1.313 3.097
H -3.308 -0.538 4.669
H -3.665 -2.633 5.850
H -2.273 -2.692 4.794
H -6.810 -6.562 3.039
H -7.309 -4.924 2.740
H -7.239 -5.562 4.443
C 5.409 3.437 -2.590
C 6.092 4.089 -1.410
O 5.372 3.986 -0.174
C 5.244 2.795 0.382
O 5.539 1.727 -0.074
O 4.810 2.989 1.614
C 4.465 1.835 2.387
H 5.114 2.397 -2.427
H 5.982 3.435 -3.514
H 4.418 3.869 -2.755
H 6.217 5.150 -1.630
H 7.124 3.738 -1.292
H 3.466 1.490 2.103
H 4.500 2.116 3.433
H 5.113 0.979 2.178
C 2.684 0.706 -2.300
C 2.118 -0.262 -3.289
O 3.145 -0.315 -4.332
C 2.837 -0.714 -5.557
O 1.774 -1.094 -5.953
O 3.941 -0.548 -6.290
C 3.757 -0.624 -7.696
H 2.691 1.709 -2.724
H 3.744 0.493 -2.124
H 2.242 0.645 -1.307
H 1.211 0.098 -3.772
H 2.056 -1.295 -2.947
H 3.881 -1.666 -7.995
H 4.567 -0.094 -8.192
H 2.807 -0.205 -8.008
C -3.337 -9.058 -4.013
C -2.131 -8.763 -3.158
O -1.972 -7.336 -3.080
C -0.785 -6.890 -2.668
O 0.115 -7.591 -2.337
O -0.729 -5.577 -2.543
C -1.933 -4.821 -2.627
H -3.280 -8.565 -4.988
H -4.268 -8.691 -3.571
H -3.494 -10.113 -4.232
H -1.248 -9.214 -3.605
H -2.299 -9.134 -2.146
H -2.562 -4.964 -1.752
H -2.571 -5.140 -3.453
H -1.644 -3.785 -2.757
C 2.618 -4.853 -3.444
C 2.657 -4.267 -2.045
O 3.358 -5.139 -1.191
C 3.524 -4.828 0.093
O 3.216 -3.789 0.628
O 4.070 -5.877 0.711
C 4.101 -5.817 2.133
H 1.805 -4.414 -4.025
H 2.303 -5.895 -3.331
H 3.557 -4.739 -3.974
H 1.670 -4.011 -1.667
H 3.144 -3.290 -2.163
H 4.476 -4.836 2.421
H 4.844 -6.547 2.439
H 3.128 -6.054 2.549
C 2.748 5.435 3.075
C 3.858 6.342 2.546
O 3.338 6.740 1.274
S 1.789 7.085 1.417
O 1.135 6.815 0.204
O 1.609 8.337 2.051
O 1.549 5.916 2.498
H 2.694 5.601 4.158
H 2.876 4.359 2.991
H 4.825 5.854 2.510
H 3.926 7.258 3.140
C -3.546 2.489 0.202
C -3.868 1.005 0.253
O -2.777 0.373 -0.403
S -2.380 1.229 -1.690
O -3.304 0.937 -2.721
O -1.011 1.136 -2.012
O -2.678 2.629 -0.932
H -3.047 2.874 1.092
H -4.437 3.093 0.021
H -4.778 0.847 -0.342
H -4.037 0.588 1.238
C -6.010 3.858 3.642
C -6.472 4.612 2.421
O -5.426 5.599 2.202
S -4.147 5.395 3.160
O -4.246 6.310 4.234
O -2.962 5.279 2.406
O -4.584 3.906 3.614
H -6.320 2.824 3.789
H -6.397 4.318 4.565
H -7.434 5.106 2.487
H -6.401 4.001 1.515
*
```

Output
Relative energy (zero: lowest compared OMol25 entry of this formula, charge and spin) = 0.0 kJ/mol
E_LUMO = 0.01 eV
DFT total energy = -167693.05631 eV
HOMO energy = -10.3222 eV
Kohn-Sham gap = 10.33 eV
Largest force on an atom = 2.15 eV/A